# 1
Molecular formula: C59H47BrClFGeNO4P3Zn
Method: DFT, the ωB97M-V functional and the def2-TZVPD basis

Calculated values
multiplicity: 1
strongest force on any atom: 0.20999 hartree/bohr
HOMO-LUMO gap: 6.80 eV
total energy: -10645.86344 hartree
total charge: 0
relative energy (zero: lowest compared OMol25 entry of this formula, charge and spin): 0.00 kJ/mol

Cartesian coordinates (Å):
Zn: 0.424 -6.304 2.729
F: 0.706 0.884 -1.175
Ge: 2.416 1.192 -0.687
C: 3.303 0.304 -2.359
C: 3.616 1.142 -3.416
C: 4.028 0.475 -4.591
C: 4.011 -0.873 -4.718
C: 3.592 -1.731 -3.675
C: 3.364 -1.202 -2.449
P: 2.654 -1.982 -1.072
C: 2.693 -3.777 -1.101
C: 1.499 -4.441 -0.783
C: 1.165 -5.611 -1.470
C: 2.067 -6.203 -2.386
C: 3.337 -5.639 -2.409
C: 3.639 -4.435 -1.830
C: 0.816 -2.057 -1.691
C: 0.392 -2.579 -2.890
C: -0.935 -2.715 -3.188
C: -1.924 -2.136 -2.383
C: -1.607 -1.705 -1.142
C: -0.285 -1.757 -0.769
C: 2.317 3.170 -0.709
C: 3.228 3.853 0.076
C: 3.367 5.249 0.143
C: 2.562 6.080 -0.687
C: 1.730 5.351 -1.616
C: 1.445 3.993 -1.464
P: -0.065 3.236 -2.257
C: -1.388 4.403 -2.211
C: -2.720 4.219 -2.789
C: -3.633 5.317 -2.936
C: -3.243 6.494 -2.121
C: -1.996 6.572 -1.495
C: -1.156 5.529 -1.528
C: 0.378 3.106 -4.166
C: -0.373 2.028 -4.632
C: -0.925 2.052 -6.091
C: -0.104 2.854 -6.840
C: 1.080 3.650 -6.400
C: 1.246 3.801 -5.000
C: 2.944 0.615 1.133
C: 4.320 0.828 1.301
C: 4.944 0.581 2.489
C: 4.166 0.004 3.534
C: 2.815 -0.238 3.364
C: 2.121 0.111 2.210
P: 0.303 0.075 2.118
C: -0.065 0.028 3.884
C: -0.529 -1.144 4.401
C: -1.082 -1.313 5.671
C: -0.978 -0.280 6.529
C: -0.371 0.883 6.101
C: -0.048 1.078 4.778
C: -0.080 1.876 1.806
C: -1.342 2.011 1.158
C: -1.929 3.272 0.975
C: -1.106 4.347 1.453
C: 0.267 4.221 1.878
C: 0.759 2.957 1.989
H: 3.376 2.215 -3.487
H: 4.263 0.898 -5.567
H: 4.175 -1.314 -5.693
H: 3.460 -2.792 -3.788
H: 0.789 -3.973 -0.208
H: 0.245 -6.073 -1.304
H: 1.843 -7.149 -2.781
H: 4.171 -6.046 -3.081
H: 4.637 -3.947 -2.012
H: 1.123 -3.092 -3.581
H: -1.410 -3.256 -4.129
H: -3.117 -2.398 -2.515
H: -2.397 -1.234 -0.496
H: 0.221 -1.436 0.128
H: 3.973 3.259 0.593
H: 4.010 5.751 0.939
H: 2.498 7.132 -0.604
H: 1.054 5.910 -2.309
H: -2.999 3.249 -2.995
H: -4.610 5.115 -3.299
H: -3.935 7.263 -1.765
H: -1.683 7.590 -0.983
H: -0.366 5.523 -0.837
H: 0.419 1.387 -4.482
H: -1.590 1.308 -6.666
H: -0.061 2.695 -7.960
H: -1.130 1.779 -3.819
H: 1.979 4.166 -4.389
H: 4.860 1.265 0.442
H: 5.965 0.844 2.634
H: 4.571 -0.192 4.545
H: 2.311 -0.773 4.201
H: -0.621 -2.018 3.864
H: -1.616 -2.181 5.921
H: -1.402 -0.455 7.521
H: -0.345 1.773 6.762
H: 0.105 2.092 4.455
H: -1.807 1.078 0.892
H: -2.755 3.373 0.384
H: -1.504 5.314 1.259
H: 0.718 5.159 2.234
H: 1.873 2.838 2.397
H: -3.274 -6.350 4.145
O: 1.684 4.040 -7.399
Cl: -6.392 -8.207 5.772
O: -6.949 -7.095 6.694
O: -5.034 -7.977 5.238
O: -6.330 -9.426 6.722
Br: -8.104 -3.773 4.581
C: -6.373 -4.569 4.455
C: -5.798 -5.159 5.568
C: -4.598 -5.869 5.371
N: -3.973 -5.843 4.168
C: -4.296 -5.088 3.111
C: -5.586 -4.505 3.257
H: -6.258 -5.030 6.514
H: -4.320 -6.649 6.060
H: -3.671 -5.104 2.277
H: -5.847 -3.767 2.453


# 2
Molecular formula: C4H6N2O
Method: DFT, the ωB97M-V functional and the def2-TZVPD basis

Calculated values
multiplicity: 1
strongest force on any atom: 0.07943 hartree/bohr
HOMO-LUMO gap (spin up / spin down): 8.13 / 8.13 eV
total energy: -340.61624 hartree
total charge: 0
relative energy (zero: lowest compared OMol25 entry of this formula, charge and spin): 469.11 kJ/mol

Cartesian coordinates (Å):
C: -0.524 1.156 -0.386
C: 0.077 -0.278 1.191
C: 1.108 -0.215 -1.410
C: -0.569 -1.292 1.780
O: -0.954 1.985 -1.355
N: -0.610 1.225 0.868
N: 0.004 -0.102 -0.762
H: -1.129 1.476 -2.159
H: 1.115 -0.071 1.429
H: 1.599 0.644 -1.872
H: 1.586 -1.192 -1.479
H: -1.606 -1.513 1.557
H: -0.098 -1.822 2.597


# 3
Molecular formula: C53H59N6P2SiTi
Method: DFT, the ωB97M-V functional and the def2-TZVPD basis

Calculated values
multiplicity: 1
strongest force on any atom: 0.02275 hartree/bohr
HOMO-LUMO gap: 6.24 eV
total energy: -4204.26464 hartree
total charge: +3

Cartesian coordinates (Å):
Ti: -0.011 0.337 -0.046
C: 0.541 1.027 3.793
Si: -0.566 0.268 2.503
C: -0.602 -1.548 2.949
C: -0.498 -1.955 4.288
C: -0.260 -3.286 4.609
C: -0.061 -4.223 3.600
C: -0.176 -3.844 2.271
C: -0.485 -2.524 1.952
P: -0.885 -2.056 0.247
C: -1.097 -3.577 -0.741
C: -2.378 -3.955 -0.006
C: -3.625 -2.734 -1.228
C: -3.133 -2.829 -2.647
C: -1.930 -3.258 -3.051
C: -0.879 -3.308 -2.042
C: -2.744 -2.425 0.129
C: -3.699 -4.232 -0.751
C: -4.800 -4.570 0.220
C: -5.216 -3.833 1.251
C: -4.706 -2.515 1.679
C: -3.624 -1.888 1.216
C: -2.093 1.304 2.792
C: -2.879 1.197 3.944
C: -3.705 2.239 4.336
C: -3.722 3.430 3.609
C: -2.969 3.547 2.452
C: -2.174 2.474 2.031
P: -1.287 2.509 0.450
C: 0.263 3.427 0.660
C: 0.528 4.199 1.792
C: 1.707 4.927 1.867
C: 2.625 4.895 0.817
C: 2.371 4.125 -0.311
C: 1.198 3.384 -0.379
C: -2.336 3.558 -0.603
C: -3.726 3.425 -0.520
C: -4.552 4.302 -1.213
C: -3.995 5.298 -2.011
C: -2.617 5.412 -2.118
C: -1.785 4.545 -1.415
H: -0.062 1.018 4.706
H: 1.458 0.469 3.983
H: 0.782 2.073 3.578
H: -0.579 -1.226 5.094
H: -0.200 -3.589 5.651
H: 0.173 -5.252 3.850
H: -0.032 -4.577 1.484
H: -2.204 -4.535 0.894
H: -4.566 -2.195 -1.179
H: -3.897 -2.641 -3.401
H: -1.695 -3.344 -4.108
H: 0.079 -2.862 -2.310
H: -3.662 -4.953 -1.560
H: -5.280 -5.534 0.067
H: -6.029 -4.236 1.847
H: -5.273 -2.019 2.462
H: -3.377 -0.911 1.615
H: -2.841 0.290 4.546
H: -4.325 2.138 5.222
H: -4.331 4.262 3.943
H: -3.012 4.467 1.878
H: -0.192 4.244 2.603
H: 1.905 5.539 2.740
H: 3.536 5.484 0.877
H: 3.079 4.112 -1.133
H: 0.974 2.823 -1.271
H: -4.172 2.677 0.125
H: -5.630 4.217 -1.119
H: -4.641 5.993 -2.540
H: -2.182 6.197 -2.728
H: -0.712 4.677 -1.473
C: -0.925 1.433 -5.495
N: -0.313 1.559 -4.161
C: 1.101 1.944 -4.186
C: -0.926 1.097 -3.063
N: -0.231 0.415 -2.088
C: 0.993 -0.258 -2.497
C: 1.144 -0.810 -3.766
C: 2.364 -1.278 -4.221
C: 3.479 -1.176 -3.401
C: 3.318 -0.739 -2.099
C: 2.070 -0.372 -1.603
N: 1.880 -0.106 -0.181
C: 2.778 -0.678 0.727
N: 3.169 0.048 1.760
C: 3.240 1.516 1.706
C: 3.659 -0.554 3.013
N: 3.253 -1.913 0.582
C: 2.579 -2.982 -0.161
C: 4.664 -2.224 0.879
N: -2.217 1.340 -2.923
C: -2.915 2.344 -3.734
C: -3.064 0.615 -1.987
H: -0.268 0.820 -6.116
H: -1.038 2.406 -5.973
H: -1.892 0.944 -5.436
H: 1.683 1.256 -4.797
H: 1.524 1.956 -3.190
H: 1.181 2.942 -4.612
H: 0.281 -0.843 -4.424
H: 2.448 -1.689 -5.222
H: 4.464 -1.452 -3.765
H: 4.180 -0.699 -1.440
H: 3.019 1.869 0.714
H: 2.543 1.956 2.414
H: 4.250 1.826 1.974
H: 3.302 -1.576 3.110
H: 3.273 0.037 3.838
H: 4.746 -0.533 3.073
H: 1.524 -2.800 -0.232
H: 2.724 -3.915 0.379
H: 2.990 -3.088 -1.164
H: 5.202 -1.341 1.201
H: 5.126 -2.589 -0.039
H: 4.744 -3.000 1.640
H: -2.211 3.053 -4.151
H: -3.600 2.874 -3.086
H: -3.487 1.877 -4.536
H: -3.994 0.342 -2.485
H: -3.316 1.234 -1.127
H: -2.570 -0.277 -1.664


# 4
Molecular formula: C29H52GdP2Si
Method: DFT, the ωB97M-V functional and the def2-TZVPD basis

Calculated values
multiplicity: 8
strongest force on any atom: 0.05084 hartree/bohr
HOMO-LUMO gap (spin up / spin down): 7.43 / 5.11 eV
total energy: -2873.76163 hartree
total charge: +1
⟨S²⟩: 16.036

Cartesian coordinates (Å):
Gd: 0.179 -0.767 1.108
C: -0.385 -2.935 2.470
C: 0.989 -3.073 2.049
C: 0.892 -1.393 3.643
C: -0.431 -1.893 3.459
C: 1.767 -2.092 2.756
C: -1.546 -3.748 2.025
H: -1.332 -4.295 1.100
H: -2.430 -3.122 1.838
H: -1.836 -4.487 2.790
C: -1.631 -1.355 4.147
H: -2.524 -1.929 3.887
H: -1.782 -0.301 3.858
H: -1.488 -1.377 5.238
C: 1.260 -0.322 4.604
H: 0.830 -0.529 5.593
H: 0.855 0.641 4.268
H: 2.347 -0.237 4.700
C: 3.244 -1.919 2.689
H: 3.737 -2.472 3.504
H: 3.529 -0.863 2.792
H: 3.654 -2.277 1.741
C: 1.535 -4.086 1.101
H: 1.946 -4.954 1.647
H: 2.353 -3.669 0.492
H: 0.768 -4.456 0.408
C: -1.572 0.212 -4.907
C: -1.650 -1.099 -5.201
C: -0.746 -1.826 -6.153
C: 0.674 -1.217 -6.327
C: 1.361 -0.722 -5.085
C: 1.422 0.584 -4.769
C: 0.549 1.659 -5.357
C: -0.866 1.192 -5.798
H: -1.198 -1.887 -7.165
H: 0.630 -0.420 -7.092
H: -0.651 -2.874 -5.810
H: -0.803 0.789 -6.824
H: -2.190 0.643 -4.107
H: -2.466 -1.710 -4.810
H: -1.499 2.094 -5.885
H: 0.449 2.473 -4.611
H: 2.174 0.952 -4.066
H: 1.028 2.120 -6.248
H: 1.302 -2.009 -6.770
H: 1.934 -1.475 -4.523
P: -1.047 -0.401 -1.361
P: 2.033 0.852 -0.191
C: -0.004 0.856 -2.227
C: 1.000 1.724 -1.452
H: -0.661 1.495 -2.827
H: 0.520 0.198 -2.928
H: 1.706 2.203 -2.141
H: 0.470 2.515 -0.909
C: 2.615 2.166 0.923
H: 3.441 1.764 1.527
H: 1.787 2.423 1.598
H: 2.946 3.045 0.358
C: 3.521 0.216 -1.034
H: 3.974 0.970 -1.690
H: 3.260 -0.678 -1.619
H: 4.240 -0.087 -0.258
C: -2.776 0.153 -1.367
H: -3.361 -0.624 -0.850
H: -3.198 0.329 -2.364
H: -2.825 1.069 -0.762
C: -0.872 -2.021 -2.216
H: 0.128 -2.452 -2.054
H: -1.041 -1.958 -3.301
H: -1.620 -2.706 -1.789
C: -1.084 2.840 6.027
Si: -1.657 3.096 4.257
C: -3.519 2.931 4.212
C: -1.163 4.838 3.789
C: -0.930 1.884 3.085
C: -0.452 1.113 2.231
H: -1.573 3.575 6.682
H: 0.000 2.975 6.127
H: -1.331 1.839 6.401
H: -3.963 3.566 4.992
H: -3.919 3.239 3.236
H: -3.827 1.890 4.385
H: -0.070 4.957 3.766
H: -1.553 5.118 2.803
H: -1.577 5.519 4.544